12
Properties=species:S:1:pos:R:3:nbo_charge:R:1 method="wB97M-V/def2-TZVPD" molar_mass_da=112.1 relative_energy_kj_mol=409.1 homo_lumo_gap_ev=8.89 e_lumo_ev=0.057
C -2.88191 0.01299 -0.21441 -0.08
N -1.68368 0.40637 0.05897 -0.29
N -0.81070 -0.72550 0.16628 -0.36
C 0.40085 -0.38176 -0.08202 0.48
N 1.48855 -1.18012 -0.04662 -0.50
C 2.59400 -0.44741 -0.08269 0.41
O 2.29824 0.85119 -0.13078 -0.32
N 0.91094 0.96722 -0.06276 -0.32
H -3.09588 -1.03526 -0.21431 0.18
H -3.69786 0.80403 -0.23638 0.19
H 3.69032 -0.65859 -0.02863 0.23
H 0.78713 1.38684 0.87335 0.39

12
Properties=species:S:1:pos:R:3:nbo_charge:R:1 method="wB97M-V/def2-TZVPD" molar_mass_da=112.1 relative_energy_kj_mol=216.3 homo_lumo_gap_ev=9.89 e_lumo_ev=0.698
H -2.91041 0.47123 0.95051 0.37
N -2.02173 0.04134 1.09344 -0.74
C -1.29189 0.37194 0.10864 0.68
O -1.56726 0.99897 -1.06607 -0.35
N -0.49447 1.14414 -1.91098 -0.12
C 0.49874 0.60975 -1.24646 0.19
N 0.12537 0.17748 -0.01661 -0.47
C 0.96160 -0.66570 0.79720 0.30
N 2.13711 -0.89511 0.43599 -0.65
H 2.64997 -1.60239 0.99761 0.37
H 1.50336 0.48953 -1.69317 0.25
H 0.40963 -1.14120 1.54989 0.19

12
Properties=species:S:1:pos:R:3:nbo_charge:R:1 method="wB97M-V/def2-TZVPD" molar_mass_da=112.1 relative_energy_kj_mol=567.3 homo_lumo_gap_ev=8.38 e_lumo_ev=-1.424
C 1.01423 -1.17658 -0.73358 -0.46
C -1.23091 1.55953 -0.41159 0.11
C -0.19932 -0.40899 1.28488 0.69
H 1.67683 -0.56660 -1.73063 0.24
H 1.85119 -1.21186 0.11612 0.26
H 0.75520 -2.25097 -1.44022 0.24
H -1.35180 2.65872 -0.87969 0.22
N -0.07419 -0.46938 -0.13279 -0.31
N -0.35592 0.76042 -0.91754 -0.20
N -1.56007 1.62182 1.09278 -0.07
N -1.02269 0.71130 1.75835 -0.17
O 0.49747 -1.22741 1.99389 -0.55

12
Properties=species:S:1:pos:R:3:nbo_charge:R:1 method="wB97M-V/def2-TZVPD" molar_mass_da=112.1 relative_energy_kj_mol=737.7 homo_lumo_gap_ev=9.12 e_lumo_ev=-1.149
C -1.24494 -1.65457 -0.79105 -0.69
C -0.27542 -0.60462 -0.69551 0.27
C -0.44368 0.22573 1.70654 0.50
H -2.51694 -1.27561 -1.42587 0.28
H -0.82090 -2.46160 -1.87671 0.29
H -1.12898 -2.27960 0.32128 0.23
H -1.50409 -0.40571 1.76528 0.20
N 0.14988 -0.22333 -1.76766 -0.27
N 0.83124 0.84228 -1.45936 -0.05
N 1.02321 0.99375 -0.20031 -0.01
N 0.11020 0.29200 0.38590 -0.27
O 0.36918 0.66130 2.64827 -0.49